Formula: C2H2FLiNaO2
Source: the Open Molecules 2025 dataset
Level of theory: the ωB97M-V functional and the def2-TZVPD basis

Summary:
- frontier orbital gap (eV) = 8.88
- LUMO energy (eV) = -4.6
- total charge = +1
- ΔE to the lowest compared entry with this formula, charge and spin (kcal/mol) = 0.00

Atoms and positions in Å:
H 0.73 0.64 1.35
O 1.61 -1.28 -0.78
C 1.64 -0.21 -0.22
C 0.43 0.53 0.27
O -0.71 -0.19 0.05
Li -0.33 -1.76 -0.87
Na -2.90 0.32 0.71
F 2.77 0.48 -0.16
H 0.44 1.54 -0.20